Entry w
The following is a DFT calculation (wB97M-V/def2-TZVPD) of an isolated ion of composition C4H5N2O2 and charge +1.

Geometry as XYZ:
```
13
Properties=species:S:1:pos:R:3:mulliken_charge:R:1
C 0.75537 1.41075 0.18882 -0.50
C -0.50631 0.92041 0.19011 -0.12
C 1.69027 0.14974 -0.02680 0.29
C -0.48241 -0.63760 -0.05830 -0.57
N 0.90285 -0.93362 -0.20530 -0.08
N 3.19816 -0.01084 -0.01339 0.93
O 3.85266 1.02401 -0.05730 -0.45
O 3.57964 -1.11660 0.09435 -0.50
H 0.97773 2.43538 0.42398 0.45
H -1.50608 1.34953 0.19911 0.43
H -1.05809 -1.34540 0.50169 0.40
H -0.88819 -0.83684 -1.03712 0.35
H 1.34314 -1.94353 -0.40933 0.38
```

Output
- SMILES string = O=[N+]([O-])C1=[NH+]CC=C1
- total charge = +1
- E_HOMO (eV) = -16.1938
- gap between HOMO and LUMO (eV) = 9.628

Entry x
The following is a DFT calculation (wB97M-V/def2-TZVPD) of C4H5N2O2 as an isolated structure.

Geometry as XYZ:
```
13
Properties=species:S:1:pos:R:3:mulliken_charge:R:1
C 0.07172 1.07778 -1.55398 -0.33
C 0.67947 -0.15146 -1.67727 -0.64
C -0.19950 0.69148 -0.09399 0.16
C 0.18426 -0.64329 -0.39441 0.70
N -0.47839 1.22716 1.06307 0.77
N -0.02075 -1.67134 0.31950 -0.39
O -0.73769 2.29871 1.43351 -0.54
O -0.55672 0.31811 2.18820 -0.60
H 0.12166 1.95550 -2.22601 0.40
H 0.86409 -0.71485 -2.49804 0.44
H -0.60791 -1.42170 1.17038 0.37
H 0.35189 -0.37702 2.20379 0.41
H 0.32788 -2.58909 0.06526 0.25
```

Output
- total charge = +1
- E_HOMO (spin up / spin down) (eV) = -13.6866 / -13.6873
- gap between HOMO and LUMO (spin up / spin down) (eV) = 7.992 / 7.993

Which of them is the most stable, and which is the least stable? entry w and entry x, in that order.

Entry w
The following is a DFT calculation (wB97M-V/def2-TZVPD) of one molecule with the formula C4H4ClN.

Geometry as XYZ:
```
10
Properties=species:S:1:pos:R:3:mulliken_charge:R:1
C -1.29415 -1.02591 0.02397 0.05
C 1.09296 -0.93118 -0.23472 -0.49
C -0.12341 -0.24268 -0.14074 0.72
C -0.26024 1.19757 0.19095 -1.23
N -2.32769 -1.53842 0.18759 -0.39
Cl 2.68723 -0.30234 -0.39525 -0.14
H 1.01061 -1.94281 -0.43542 0.43
H 0.40366 1.34506 0.93689 0.39
H -1.34661 1.55933 0.37240 0.32
H 0.15764 1.88137 -0.50567 0.37
```

Output
- SMILES string = C/C(C#N)=C\Cl
- total charge = 0
- E_HOMO (eV) = -9.7276
- gap between HOMO and LUMO (eV) = 9.706

Entry x
The following is a DFT calculation (wB97M-V/def2-TZVPD) of C4H4ClN as an isolated structure.

Geometry as XYZ:
```
10
Properties=species:S:1:pos:R:3:mulliken_charge:R:1
C -1.77987 -0.55271 -0.78835 0.33
C 1.65738 0.27730 0.52908 -0.55
C 0.79107 -0.28246 -0.25090 -0.15
C -1.01550 0.40761 -0.18467 -0.34
N -2.20671 -1.38389 -1.42929 -0.37
Cl -1.34420 0.61897 1.69394 -0.18
H 2.63258 -0.16344 0.66671 0.26
H 1.39119 0.95932 1.27497 0.29
H 0.74827 -1.19389 -0.96511 0.29
H -0.87420 1.31320 -0.54638 0.43
```

Output
- total charge = 0
- E_HOMO (eV) = -10.5451
- gap between HOMO and LUMO (eV) = 10.757

Which of them is the most stable, and which is the least stable? entry w and entry x, in that order.

Entry w
The following is a DFT calculation (wB97M-V/def2-TZVPD) of one molecule with the formula C20H33N3O4S.

Geometry as XYZ:
```
61
Properties=species:S:1:pos:R:3:mulliken_charge:R:1
C -1.09669 4.32965 6.13298 -1.13
C -2.00053 3.88940 4.99407 -0.36
N -2.05161 4.86081 3.89603 -0.23
S -0.97594 4.87573 2.68888 1.08
O -0.79896 6.24977 2.31068 -0.76
O 0.15451 4.05602 3.04939 -0.59
C -1.74583 4.06800 1.28792 0.57
C -1.67618 2.56593 1.49732 0.41
O -2.33468 2.07856 2.40745 -0.71
N -0.84203 1.85033 0.71358 0.27
C -0.08912 2.38076 -0.41700 -0.53
C -0.62795 0.44945 1.03461 -1.23
C 0.82546 0.15461 1.46747 0.25
C 0.85602 -1.01161 2.44738 -1.62
N 1.46136 1.33415 2.03164 0.09
C 2.73032 1.67324 1.68683 0.57
O 3.41361 0.98662 0.94132 -0.71
C 3.27363 2.94239 2.31257 -0.49
C 3.99970 3.80320 1.27489 -0.15
C 4.79834 4.91253 1.95998 -1.66
C 3.04691 4.36858 0.24206 0.65
C 2.09851 5.33370 0.58214 0.09
C 1.26307 5.88328 -0.37832 -0.94
C 1.33847 5.47970 -1.71116 1.10
C 0.41421 6.07058 -2.74540 -1.13
C -0.98771 5.46291 -2.68899 -0.83
C 2.26727 4.50183 -2.04522 -0.81
C 3.10950 3.95591 -1.08325 -0.69
H -1.11623 3.59205 6.93643 0.38
H -0.06919 4.43597 5.78614 0.24
H -1.42229 5.28570 6.54797 0.34
H -1.67889 2.94229 4.57032 0.15
H -3.02591 3.74484 5.33607 0.47
H -2.36646 5.79594 4.11344 0.28
H -2.78487 4.38827 1.25597 0.64
H -1.20917 4.45274 0.42468 -0.82
H 0.32395 3.36415 -0.21066 -0.28
H 0.75919 1.72539 -0.60634 0.41
H -0.70232 2.42036 -1.32044 0.30
H -1.31942 0.19918 1.83527 0.49
H -0.87696 -0.17062 0.16988 0.24
H 1.42734 -0.10573 0.59651 0.52
H 0.37824 -1.89500 2.01818 0.40
H 1.88661 -1.26496 2.69319 0.39
H 0.32838 -0.74852 3.36610 0.37
H 0.91671 2.00614 2.55382 0.03
H 2.48410 3.50858 2.80982 -0.14
H 3.99236 2.62997 3.07586 0.50
H 4.69433 3.14268 0.75223 0.48
H 5.31678 5.52823 1.22424 0.41
H 4.14729 5.56655 2.54372 0.28
H 5.54088 4.48744 2.63758 0.48
H 2.00985 5.67108 1.60799 0.39
H 0.54798 6.64339 -0.08152 0.41
H 0.34508 7.15052 -2.59504 0.35
H 0.83942 5.91790 -3.73949 0.38
H -1.64150 5.90116 -3.44414 0.43
H -0.95026 4.38484 -2.85660 0.17
H -1.44472 5.63748 -1.71259 0.15
H 2.34483 4.16926 -3.07472 0.34
H 3.82763 3.19447 -1.36532 0.35
```

Output
- SMILES string = CCNS(=O)(=O)CC(=O)N(C)C[C@H](C)NC(=O)C[C@H](C)c1ccc(CC)cc1
- total charge = 0
- E_HOMO (eV) = -8.8447
- gap between HOMO and LUMO (eV) = 9.394

Entry x
The following is a DFT calculation (wB97M-V/def2-TZVPD) of one molecule with the formula C20H33N3O4S.

Geometry as XYZ:
```
61
Properties=species:S:1:pos:R:3:mulliken_charge:R:1
C -3.95752 -3.70902 1.21182 -1.14
C -2.70564 -3.50226 2.04878 -0.36
N -1.47045 -3.79663 1.30651 -0.21
S -0.73009 -2.68403 0.36931 1.11
O -0.15546 -3.40186 -0.73920 -0.77
O -1.61819 -1.56712 0.14956 -0.60
C 0.66123 -2.04618 1.31156 0.20
C 0.13776 -1.06324 2.34445 0.45
O -0.71831 -1.44644 3.12980 -0.71
N 0.55035 0.22700 2.27191 0.30
C 1.66342 0.68684 1.45060 -1.61
C -0.30020 1.24637 2.89061 -1.23
C -0.71714 2.31143 1.88083 0.63
C -1.39198 3.49604 2.56508 -1.66
N -1.48608 1.68855 0.81443 -0.03
C -1.53223 2.26715 -0.41092 0.53
O -1.12166 3.40240 -0.60424 -0.68
C -2.06363 1.40357 -1.53439 -0.49
C -1.13187 1.46528 -2.75717 -0.05
C -1.71856 0.63641 -3.90238 -1.63
C 0.29085 1.05612 -2.41059 0.38
C 0.65314 -0.27850 -2.23705 0.09
C 1.97553 -0.63630 -2.01053 -1.05
C 2.98090 0.32565 -1.95326 1.09
C 4.42418 -0.06998 -1.76157 -1.16
C 4.83810 -0.13764 -0.29054 -0.98
C 2.61302 1.66242 -2.08181 -0.71
C 1.29021 2.02246 -2.30093 -0.49
H -4.84653 -3.50209 1.80802 0.37
H -3.95727 -3.04178 0.34977 0.25
H -4.02813 -4.73762 0.85260 0.33
H -2.62989 -2.47926 2.40980 0.17
H -2.70942 -4.14569 2.92966 0.45
H -1.40794 -4.71192 0.87429 0.30
H 1.14726 -2.89615 1.78501 0.48
H 1.30498 -1.61739 0.54986 -0.42
H 2.45210 -0.05988 1.42082 0.70
H 1.36150 0.93025 0.42809 0.43
H 2.08686 1.57928 1.91209 0.32
H -1.16350 0.74613 3.32492 0.40
H 0.24285 1.73782 3.70301 0.38
H 0.18287 2.71784 1.40779 0.25
H -0.73228 3.90689 3.33015 0.39
H -1.60484 4.27312 1.83353 0.41
H -2.32860 3.19776 3.04089 0.37
H -1.69946 0.70392 0.87741 0.10
H -2.19006 0.37008 -1.20776 -0.16
H -3.04580 1.79135 -1.81559 0.52
H -1.09257 2.50927 -3.07471 0.46
H -1.05871 0.64310 -4.77067 0.39
H -1.87330 -0.40216 -3.60528 0.28
H -2.68659 1.03975 -4.20453 0.46
H -0.09513 -1.05851 -2.29541 0.41
H 2.22752 -1.68608 -1.90835 0.36
H 4.59390 -1.04200 -2.22971 0.37
H 5.06381 0.64407 -2.28491 0.40
H 5.88678 -0.41924 -0.18836 0.45
H 4.69919 0.82856 0.19784 0.25
H 4.24068 -0.87784 0.24591 0.18
H 3.37482 2.43284 -2.03707 0.38
H 1.02525 3.06708 -2.40977 0.34
```

Output
- SMILES string = CCNS(=O)(=O)CC(=O)N(C)C[C@H](C)NC(=O)C[C@H](C)c1ccc(CC)cc1
- total charge = 0
- E_HOMO (eV) = -8.8412
- gap between HOMO and LUMO (eV) = 9.399

Which of them is the most stable, and which is the least stable? entry w and entry x, in that order.